# 1
The following is a quantum chemistry calculation of the ion C10H10ClN2O with charge +1, from the OMol25 dataset.

```
24
Properties=species:S:1:pos:R:3:forces:R:3
Cl -5.011167 -0.736754 -0.551175 -1.8 -0.5 -0.5
O -0.058941 -0.652664 0.293654 -0.5 0.8 -1.8
N -3.613195 1.247790 0.273834 -1.0 -1.7 -1.3
N -1.276436 1.339946 0.553400 -0.2 -1.2 -0.9
C 3.452015 -1.400226 0.647237 0.7 -2.2 2.7
C 4.066295 -0.425213 -0.050646 2.8 1.2 -1.7
C -3.636841 0.069054 -0.292078 2.8 -0.4 1.4
C -2.353030 -0.759193 -0.419311 -1.2 1.2 -1.5
C 3.383795 0.613169 -0.655963 -2.0 -1.3 0.4
C 2.090013 -1.315360 0.836319 -0.9 -1.6 -0.3
C -2.413246 1.830532 0.714630 1.3 1.3 2.1
C 1.375199 -0.455932 0.020889 -1.7 1.3 1.4
C -1.130606 0.102609 -0.274150 1.7 1.6 -1.4
C 1.984928 0.624952 -0.644839 0.1 -1.4 0.4
H 4.044488 -2.224951 1.219635 -1.1 1.7 -1.3
H 3.852652 1.321005 -1.253811 1.1 1.2 -0.7
H 5.158163 -0.445739 -0.269953 -0.9 -0.2 0.6
H 1.471453 1.382542 -1.199394 -0.5 0.2 -0.1
H -1.101210 0.525671 -1.345120 1.5 -0.4 1.3
H -2.461272 -1.418708 -1.317006 0.6 1.0 0.2
H -4.524138 1.612015 0.487671 -0.3 0.8 0.2
H -2.491425 2.686699 1.421297 -0.5 -0.4 -0.9
H 1.546030 -2.050992 1.485147 0.5 0.9 -0.8
H -2.353535 -1.470251 0.319726 -0.5 -1.8 2.5
```
Forces are in eV/Å.

Properties
- HOMO level (eV) = -11.558
- gap between HOMO and LUMO (eV) = 5.8
- maximum force (eV/Å) = 3.57
- SMILES string = ClC1=[NH+]C=N[C@@H](Oc2ccccc2)C1
- net charge = +1
- ΔE to the lowest compared entry with this formula, charge and spin (kJ/mol) = 150.21



# 2
The following is a quantum chemistry calculation of a structure of composition C35H36AuN4O2STe, from the OMol25 dataset.

```
80
Properties=species:S:1:pos:R:3:forces:R:3
Au 0.962718 -1.088132 0.312926 0.3 -0.2 0.5
Te 1.352387 -1.263840 -2.167539 0.1 0.0 -0.4
S 1.326533 -4.653929 -1.788258 0.0 0.0 0.0
O 2.849414 6.083785 -3.040921 0.0 0.0 0.0
O 3.323074 6.669547 -0.964379 0.0 0.0 0.0
N 1.292585 -1.290206 2.437051 -0.2 0.2 -0.1
N 0.099006 -0.227623 -3.254090 0.0 0.0 0.1
N -1.677020 -0.673835 1.239040 -0.3 -0.1 0.1
N -0.295239 1.476104 0.105914 0.2 0.1 0.0
C -4.325554 -0.246801 2.000372 0.0 0.1 0.0
C -3.605038 0.743979 1.352307 0.0 -0.1 0.0
C 0.576976 -2.307982 2.990167 0.1 -0.1 -0.1
C -3.290686 -0.735433 -1.763967 0.0 0.0 0.0
C -1.911703 1.029301 -3.371704 0.1 0.0 0.0
C 0.888224 2.577446 -1.701015 0.0 0.1 0.0
C -2.290114 0.481708 0.993531 -0.1 0.1 0.0
C -0.977194 -4.528928 3.869674 0.0 0.0 0.0
C -0.284024 -3.573334 -3.434504 0.1 0.0 0.0
C 1.402521 4.734777 -0.016640 0.0 0.0 0.0
C 2.678822 0.677436 2.372123 0.0 0.0 0.0
C -1.207662 -0.092141 -2.861481 -0.1 0.0 -0.1
C 1.896879 4.740567 -1.318816 0.0 0.1 0.0
C -3.956686 0.375415 -2.264857 0.0 0.0 0.0
C -3.701492 -1.452917 2.250983 0.0 -0.1 0.0
C -0.085471 -2.314523 4.235871 0.0 0.0 0.0
C 0.650431 3.668772 0.444079 0.0 0.0 0.0
C -0.852313 -3.399578 4.660013 0.0 0.0 0.0
C -1.530680 1.555495 0.328054 -0.2 0.2 0.0
C 0.394593 2.585605 -0.395522 0.0 0.0 -0.1
C -1.952593 -0.965698 -2.040916 0.0 0.0 0.0
C 1.658491 -0.098680 3.212138 0.1 -0.1 0.0
C -0.413234 -5.811338 1.773816 0.0 0.0 0.0
C -0.292750 -4.587437 2.644496 -0.1 0.0 0.0
C 0.312107 -5.691412 -2.703751 0.0 0.0 0.0
C -1.542317 -3.324827 5.999090 0.0 0.0 0.0
C 2.708724 5.863740 -1.870569 0.0 -0.1 0.0
C 1.616572 3.661114 -2.155082 0.0 0.0 0.0
C -2.377460 -1.622127 1.852453 0.0 0.1 0.0
C -3.241071 1.255894 -3.076883 0.0 0.0 0.0
C 2.365784 -0.474846 4.531217 0.0 0.0 0.0
C 0.678804 -3.248471 -2.524982 -0.1 0.0 0.0
C 0.461770 -3.514303 2.235334 0.0 0.0 0.0
C -0.497603 -4.979162 -3.532408 0.0 0.0 0.0
C 0.476771 0.848530 3.484420 0.0 0.0 0.0
H 1.989686 3.680017 -3.170398 0.0 0.0 0.0
H -3.731336 2.132590 -3.487405 0.0 0.0 0.0
H 1.560038 5.577422 0.648586 0.0 0.0 0.0
H 2.946149 -1.387658 4.385287 0.0 0.0 0.0
H 0.982175 -3.557464 1.283732 0.0 0.0 0.0
H 3.234276 6.287178 -0.084141 0.0 0.0 0.0
H 3.049415 0.323058 4.831092 0.0 0.0 0.0
H -5.355146 -0.080138 2.291518 0.0 0.0 0.0
H 0.683862 1.728517 -2.348805 0.0 0.0 0.0
H -0.185590 -6.719254 2.337495 0.0 0.0 0.0
H -0.325317 0.363545 4.039529 0.0 0.0 0.0
H -2.284395 -4.117202 6.105745 0.0 0.0 0.0
H -2.104941 2.452474 0.068470 0.0 0.0 0.0
H 2.245954 0.985475 1.417302 0.0 0.0 0.0
H -0.808014 -2.822385 -4.010381 0.0 0.0 0.0
H -1.364429 1.714212 -4.009365 0.0 0.0 0.0
H -5.001962 0.547445 -2.039288 0.0 0.0 0.0
H -1.430208 -5.914915 1.386592 0.0 0.0 0.0
H 0.807112 1.724516 4.053375 0.0 0.0 0.0
H -0.822497 -3.428770 6.815001 0.0 0.0 0.0
H 0.067617 1.185312 2.535687 0.0 0.0 -0.1
H -4.215445 -2.264138 2.749614 0.0 0.0 0.0
H -1.864065 -2.556914 2.038484 0.0 0.0 0.0
H 0.260996 -5.753073 0.920069 0.0 0.0 0.0
H 1.679478 -0.640920 5.359984 0.0 0.0 0.0
H -0.053523 -1.449829 4.880294 0.0 0.0 0.0
H -3.818877 -1.438094 -1.126374 0.0 0.0 0.0
H -1.470755 -1.837211 -1.613660 0.0 0.0 0.0
H -1.224542 -5.434565 -4.190661 0.0 0.0 0.0
H 3.546493 0.049171 2.161067 0.0 0.0 0.0
H -2.045826 -2.364658 6.130859 0.0 0.0 0.0
H 0.356730 -6.760679 -2.571166 0.0 0.0 0.0
H 0.271831 3.651432 1.458407 0.0 0.0 0.0
H -4.049879 1.700330 1.109274 0.0 0.0 0.0
H -1.581080 -5.367797 4.200779 0.0 0.0 0.0
H 3.007167 1.574211 2.904893 0.0 0.0 0.0
```
Forces are in eV/Å.

Properties
- HOMO level (eV) = -4.023
- gap between HOMO and LUMO (eV) = 6.2
- maximum force (eV/Å) = 0.68
- net charge = -1
- ΔE to the lowest compared entry with this formula, charge and spin (kJ/mol) = 0.00



# 3
The following is a quantum chemistry calculation of an isolated molecule of CH3NOS2, from the OMol25 dataset.

```
8
Properties=species:S:1:pos:R:3:forces:R:3
S -0.465354 -1.910021 1.828959 -0.7 -0.5 0.5
S 0.145636 0.818854 0.839383 2.4 -1.1 -1.5
O 0.688110 -1.191297 1.113297 0.5 1.0 -0.2
N -1.257211 0.999974 1.238182 -2.0 0.0 0.6
C 0.220874 0.342697 -0.965978 -3.4 3.2 -0.6
H 1.095374 0.711526 -1.363365 2.3 0.9 -0.5
H -0.614449 0.904182 -1.584506 1.4 -1.2 1.6
H 0.187019 -0.675915 -1.105972 -0.4 -2.2 0.1
```
Forces are in eV/Å.

Properties
- HOMO level (spin up / spin down) (eV) = -7.933 / -8.367
- gap between HOMO and LUMO (spin up / spin down) (eV) = 7.2 / 6.2
- maximum force (eV/Å) = 4.67
- ΔE to the lowest compared entry with this formula, charge and spin (kJ/mol) = 439.75



DFT total energy values (in Eh) by entry order: -1031.663440 -2526.771494 -966.081303.